[1]
Entry from OMol25: C33H25F5N4O7PbS4SeTe as an isolated structure (ωB97M-V/def2-TZVPD).

Calculated values
F_max (eV Å⁻¹): 3.18
Highest occupied orbital energy (eV): -8.6
Charge: 0
Energy relative to the best compared isomer or geometry (same formula, charge and spin) (kcal/mol): 39.7
HOMO-LUMO gap (eV): 7.24
E_LUMO (eV): -1.37

Last column: Löwdin charge in e.
Element x y z (Å)
1 Pb -0.58 -0.25 0.25  1.32
2 Se -2.86 3.88 -6.32  1.15
3 N -3.42 2.40 -5.55  -0.23
4 C -2.69 2.22 -4.48  -0.33
5 C -2.85 1.10 -3.57  -0.07
6 C -3.78 0.08 -3.81  0.04
7 C -3.91 -0.93 -2.89  -0.01
8 C -3.12 -0.91 -1.75  -0.14
9 N -2.21 0.04 -1.53  0.00
10 C -2.06 1.03 -2.42  -0.14
11 C -1.00 2.03 -2.20  -0.14
12 N -0.20 1.86 -1.14  0.00
13 C 0.77 2.73 -0.91  -0.09
14 C 0.99 3.85 -1.70  -0.02
15 C 0.18 4.04 -2.80  0.03
16 C -0.83 3.11 -3.07  -0.07
17 C -1.70 3.23 -4.22  -0.33
18 N -1.64 4.20 -5.09  -0.23
19 H -4.35 0.09 -4.73  0.13
20 H -4.60 -1.75 -3.04  0.12
21 H -3.19 -1.70 -1.02  0.08
22 H 1.41 2.53 -0.05  0.11
23 H 1.78 4.54 -1.46  0.11
24 H 0.31 4.88 -3.47  0.12
25 O 5.30 -3.80 -0.43  0.19
26 C 4.57 -2.86 -0.37  -0.21
27 C 3.65 -2.30 -1.46  -0.24
28 O 3.89 -2.17 -2.62  0.19
29 C 2.49 -1.71 -0.70  -0.27
30 C 2.91 -1.52 0.59  -0.10
31 O 2.11 -0.90 1.55  -0.01
32 C 4.24 -2.01 0.87  -0.27
33 O 4.95 -1.81 1.83  0.14
34 O 1.37 -1.34 -1.24  -0.27
35 C -0.80 1.42 3.69  -0.52
36 C -1.92 2.28 3.09  -0.49
37 S -2.45 1.85 1.39  0.81
38 C -4.00 0.91 1.64  -0.51
39 C -3.89 -0.36 2.46  -0.49
40 S -2.77 -1.59 1.67  0.85
41 C -1.91 -2.31 3.12  -0.48
42 C -0.81 -1.49 3.78  -0.50
43 S -1.36 0.00 4.69  0.89
44 H -0.24 2.04 4.39  0.06
45 H -0.11 1.07 2.92  0.02
46 H -1.58 3.31 2.99  0.07
47 H -2.81 2.28 3.72  0.08
48 H -4.33 0.69 0.62  0.07
49 H -4.72 1.59 2.09  0.08
50 H -4.88 -0.83 2.52  0.08
51 H -3.53 -0.16 3.46  0.02
52 H -1.47 -3.22 2.70  0.09
53 H -2.68 -2.60 3.83  0.08
54 H -0.04 -1.20 3.06  0.04
55 H -0.34 -2.12 4.53  0.08
56 C 3.77 9.39 3.14  -0.08
57 C 3.47 7.92 3.05  -0.75
58 O 2.37 7.44 2.98  0.03
59 S 4.97 6.95 3.05  1.02
60 C 4.33 5.31 2.81  -0.53
61 C 4.67 4.63 1.65  -0.09
62 C 4.19 3.35 1.44  -0.03
63 C 3.36 2.74 2.40  -0.23
64 C 3.03 3.44 3.56  -0.02
65 C 3.51 4.72 3.76  -0.08
66 C 2.88 1.42 2.14  0.05
67 C 2.53 0.30 1.91  -0.09
68 H 3.04 9.88 3.80  0.09
69 H 3.67 9.83 2.15  0.09
70 H 4.78 9.57 3.49  0.06
71 H 5.32 5.09 0.92  0.11
72 H 4.44 2.80 0.54  0.12
73 H 2.40 2.98 4.30  0.11
74 H 3.27 5.26 4.67  0.12
75 F -0.24 -1.23 -2.96  -0.39
76 Te -0.06 -2.90 -1.94  1.84
77 F 1.35 -3.80 -0.93  -0.37
78 F -0.55 -4.74 -1.91  -0.40
79 F 1.07 -3.29 -3.38  -0.33
80 F -1.68 -3.05 -3.02  -0.41
81 O -0.96 -2.47 -0.44  -0.73

=====

[2]
Entry from OMol25: C33H25FNO4PPdSe as an isolated structure (ωB97M-V/def2-TZVPD).

Calculated values
F_max (eV Å⁻¹): 4.32
Highest occupied orbital energy (eV): 0.7
Charge: -2
Energy relative to the best compared isomer or geometry (same formula, charge and spin) (kcal/mol): 9.2
HOMO-LUMO gap (eV): 3.22
E_LUMO (eV): 3.95

Last column: Löwdin charge in e.
Element x y z (Å)
1 Pd 0.77 2.17 0.41  0.43
2 C -6.34 0.22 -1.44  -0.03
3 C -6.00 0.07 0.05  -0.33
4 C -6.51 -1.24 0.65  -0.15
5 C -5.87 -2.44 -0.04  -0.16
6 C -4.38 -2.25 -0.14  -0.15
7 C -3.56 -3.36 -0.37  0.02
8 C -2.20 -3.18 -0.46  -0.26
9 F -1.42 -4.29 -0.68  0.02
10 C -1.60 -1.95 -0.35  0.08
11 C -2.40 -0.81 -0.14  -0.02
12 C -1.79 0.52 -0.17  -0.31
13 O -0.63 0.66 -0.63  -0.03
14 C -2.65 1.59 0.28  -0.01
15 C -3.97 1.35 0.43  0.01
16 N -4.57 0.13 0.22  -0.03
17 C -3.80 -0.98 -0.02  -0.09
18 C -2.19 3.02 0.66  -0.63
19 O -3.10 3.84 0.83  -0.04
20 O -0.97 3.25 0.84  -0.16
21 H -7.40 0.11 -1.62  0.07
22 H -5.79 -0.51 -2.03  0.08
23 H -6.03 1.21 -1.77  0.08
24 H -6.44 0.91 0.59  0.14
25 H -7.60 -1.28 0.59  0.11
26 H -6.22 -1.25 1.71  0.12
27 H -6.30 -2.56 -1.04  0.11
28 H -6.09 -3.35 0.52  0.11
29 H -4.00 -4.34 -0.48  0.12
30 H -0.54 -1.81 -0.43  0.10
31 H -4.63 2.15 0.73  0.13
32 O -0.55 0.70 2.33  -0.02
33 C 0.61 0.85 1.94  -0.43
34 C 1.76 0.10 2.36  -0.21
35 C 1.80 -0.64 3.56  -0.03
36 C 2.97 -1.21 3.99  -0.11
37 C 4.15 -1.08 3.25  -0.09
38 C 4.14 -0.38 2.05  -0.08
39 C 2.96 0.19 1.59  -0.28
40 P 2.71 1.19 0.11  0.86
41 C 4.37 1.83 -0.19  -0.37
42 C 4.73 3.08 0.28  -0.13
43 C 6.04 3.51 0.18  -0.10
44 C 7.01 2.68 -0.37  -0.12
45 C 6.65 1.43 -0.85  -0.12
46 C 5.34 1.00 -0.76  -0.12
47 C 2.48 0.02 -1.26  -0.34
48 C 1.99 -1.26 -1.02  -0.10
49 C 1.68 -2.10 -2.08  -0.11
50 C 1.85 -1.66 -3.39  -0.11
51 C 2.33 -0.38 -3.63  -0.09
52 C 2.63 0.47 -2.58  -0.10
53 H 0.89 -0.73 4.14  0.11
54 H 2.99 -1.78 4.92  0.09
55 H 5.07 -1.52 3.61  0.09
56 H 5.05 -0.27 1.47  0.09
57 H 3.96 3.72 0.70  0.05
58 H 6.32 4.50 0.54  0.09
59 H 8.04 3.01 -0.45  0.08
60 H 7.40 0.78 -1.29  0.09
61 H 5.06 0.03 -1.15  0.10
62 H 1.86 -1.59 0.00  0.10
63 H 1.29 -3.09 -1.89  0.09
64 H 1.59 -2.31 -4.21  0.09
65 H 2.45 -0.03 -4.65  0.09
66 H 2.97 1.48 -2.75  0.07
67 Se 1.66 3.86 -1.16  -0.38

=====

[3]
Entry from OMol25: C33H25N6PRhS4 as an isolated structure (ωB97M-V/def2-TZVPD).

Calculated values
F_max (eV Å⁻¹): 1.10
Highest occupied orbital energy (alpha / beta) (eV): -10.0 / -10.9
Charge: +1
2S+1: 5
Energy relative to the best compared isomer or geometry (same formula, charge and spin) (kcal/mol): 43.6
HOMO-LUMO gap (alpha / beta) (eV): 7.25 / 5.34
⟨S²⟩: 6.046
E_LUMO (alpha / beta) (eV): -2.79 / -5.54

Last column: Löwdin charge in e.
Element x y z (Å)
1 Rh 1.08 -0.60 0.39  0.51
2 N -1.48 -0.10 2.09  -0.10
3 P -0.31 0.97 1.47  0.93
4 C -0.32 2.31 2.69  -0.34
5 C 0.71 3.23 2.54  -0.10
6 C 0.77 4.36 3.33  -0.07
7 C -0.22 4.58 4.28  -0.07
8 C -1.25 3.67 4.44  -0.07
9 C -1.30 2.53 3.66  -0.09
10 C -1.09 1.87 0.08  -0.39
11 C -2.40 2.32 0.06  -0.07
12 C -2.86 3.01 -1.05  -0.07
13 C -2.02 3.28 -2.12  -0.08
14 C -0.70 2.86 -2.08  -0.08
15 C -0.24 2.16 -0.99  -0.16
16 C -1.27 -1.46 2.15  -0.42
17 C -2.25 -2.33 2.64  0.00
18 C -2.01 -3.69 2.62  -0.04
19 C -0.80 -4.16 2.12  -0.07
20 C 0.14 -3.24 1.71  -0.17
21 N -0.09 -1.93 1.74  -0.07
22 H -2.39 0.23 2.38  0.10
23 H 1.47 3.04 1.79  0.10
24 H 1.57 5.08 3.20  0.11
25 H -0.18 5.46 4.91  0.11
26 H -2.03 3.86 5.17  0.11
27 H -2.09 1.82 3.81  0.09
28 H -3.06 2.13 0.89  0.11
29 H -3.89 3.34 -1.07  0.11
30 H -2.38 3.83 -2.98  0.11
31 H -0.03 3.09 -2.90  0.11
32 H 0.79 1.81 -0.94  0.07
33 H -3.18 -1.93 3.02  0.12
34 H -2.76 -4.37 2.99  0.12
35 H -0.60 -5.22 2.06  0.11
36 H 1.11 -3.55 1.35  0.12
37 C 2.28 -0.59 3.91  -0.07
38 C 3.28 -0.66 2.82  -0.61
39 N 3.02 -0.67 1.55  -0.02
40 C 4.15 -0.69 0.77  -0.33
41 C 5.31 -0.71 1.49  -0.32
42 S 4.98 -0.69 3.17  1.11
43 C 4.01 -0.68 -0.67  -0.33
44 C 5.02 -0.78 -1.58  -0.32
45 S 4.41 -0.72 -3.18  1.12
46 C 2.80 -0.58 -2.53  -0.61
47 N 2.76 -0.57 -1.23  0.00
48 C 1.64 -0.51 -3.44  -0.07
49 H 1.28 -0.71 3.50  0.05
50 H 2.35 0.38 4.40  0.09
51 H 2.47 -1.36 4.65  0.09
52 H 6.32 -0.72 1.13  0.08
53 H 6.07 -0.88 -1.41  0.08
54 H 1.95 -0.16 -4.42  0.08
55 H 0.87 0.15 -3.03  0.05
56 H 1.21 -1.51 -3.55  0.09
57 S -0.81 -1.14 -1.00  0.78
58 C -1.50 -1.48 -2.54  -0.64
59 C -2.09 -0.56 -3.38  -0.01
60 C -2.58 -1.00 -4.60  -0.15
61 C -3.22 -0.08 -5.48  -0.16
62 N -3.72 0.69 -6.15  0.22
63 C -2.45 -2.36 -4.98  -0.16
64 C -1.86 -3.29 -4.13  -0.01
65 C -1.41 -2.85 -2.88  -0.71
66 S -0.76 -3.83 -1.64  0.82
67 C -2.93 -2.76 -6.25  -0.18
68 N -3.31 -3.09 -7.27  0.21
69 H -2.18 0.48 -3.09  0.12
70 H -1.79 -4.33 -4.41  0.13

=====

[4]
Entry from OMol25: a 7-piece molecular cluster, C33H26BF4O21 overall (ωB97M-V/def2-TZVPD).

Calculated values
F_max (eV Å⁻¹): 12.55
Highest occupied orbital energy (eV): -6.8
Charge: -1
Energy relative to the best compared isomer or geometry (same formula, charge and spin) (kcal/mol): 23.9
HOMO-LUMO gap (eV): 6.47
E_LUMO (eV): -0.32

Last column: Löwdin charge in e.
Element x y z (Å)
1 B -0.89 -1.16 -0.43  -1.07
2 F -0.97 -0.02 0.56  0.01
3 F 0.00 -2.00 0.23  0.15
4 F -2.21 -1.72 -0.41  0.10
5 F -0.50 -0.70 -1.67  0.17
6 C -7.56 0.32 -0.70  0.10
7 C -7.08 1.15 0.45  -0.12
8 C -5.69 1.09 0.89  -0.47
9 O -5.40 1.79 1.75  0.16
10 C -4.76 0.16 0.23  0.12
11 C -5.33 -0.73 -0.94  -0.14
12 C -6.69 -0.60 -1.39  -0.37
13 O -6.99 -1.33 -2.37  0.09
14 O -4.62 -1.80 -1.38  0.10
15 O -7.92 2.01 1.10  0.15
16 H -8.60 0.19 -0.80  0.10
17 H -3.67 -0.07 0.49  0.13
18 H -3.74 -1.49 -1.05  0.07
19 H -7.50 2.52 1.67  0.02
20 C -3.23 4.28 0.83  0.13
21 C -2.51 3.27 -0.03  -0.19
22 C -3.13 2.70 -1.18  -0.43
23 O -2.62 1.77 -1.72  0.14
24 C -4.37 3.35 -1.58  0.12
25 C -4.98 4.58 -0.93  -0.21
26 C -4.48 4.86 0.36  -0.39
27 O -5.11 5.68 1.04  0.06
28 O -5.84 5.42 -1.50  0.06
29 O -1.40 2.68 0.36  0.07
30 H -2.67 4.77 1.45  0.05
31 H -4.82 2.99 -2.50  0.11
32 H -5.95 6.26 -0.79  0.22
33 H -1.21 1.70 -0.03  0.16
34 C 4.90 -2.96 -1.71  0.11
35 C 5.10 -2.18 -0.35  -0.14
36 C 4.22 -1.16 0.13  -0.47
37 O 4.31 -0.57 1.16  0.11
38 C 3.11 -0.83 -0.73  0.08
39 C 2.85 -1.58 -2.11  -0.12
40 C 3.95 -2.54 -2.67  -0.42
41 O 3.94 -3.02 -3.74  0.14
42 O 1.68 -1.73 -2.65  0.14
43 O 6.22 -2.42 0.33  0.10
44 H 5.50 -3.64 -1.97  0.03
45 H 2.30 -0.25 -0.24  0.10
46 H 1.02 -1.27 -2.07  0.09
47 H 5.92 -1.97 1.20  0.16
48 C 3.53 -6.43 1.19  0.14
49 C 3.43 -6.48 -0.32  -0.12
50 C 2.62 -5.50 -1.10  -0.36
51 O 2.36 -5.67 -2.30  0.10
52 C 2.06 -4.37 -0.35  0.11
53 C 2.02 -4.45 1.17  -0.06
54 C 2.76 -5.39 1.93  -0.34
55 O 2.70 -5.52 3.18  0.09
56 O 1.22 -3.46 1.92  0.08
57 O 3.99 -7.51 -1.02  0.10
58 H 3.95 -7.11 1.69  0.03
59 H 1.47 -3.51 -0.70  0.10
60 H 0.74 -3.04 1.28  -0.01
61 H 4.05 -7.22 -1.90  0.07
62 C 2.60 1.90 4.83  0.10
63 C 3.32 2.67 3.68  -0.17
64 C 2.87 2.37 2.32  -0.43
65 O 3.56 2.87 1.47  0.10
66 C 1.79 1.48 2.10  0.07
67 C 1.06 0.77 3.21  -0.01
68 C 1.65 0.87 4.64  -0.42
69 O 1.17 0.22 5.52  0.13
70 O -0.12 -0.04 3.11  0.09
71 O 4.26 3.54 4.00  0.07
72 H 2.82 2.14 5.85  0.10
73 H 1.48 1.45 1.17  0.04
74 H -0.37 -0.04 2.19  0.04
75 H 4.39 4.33 3.34  0.19
76 C 0.84 2.71 -2.19  -0.02
77 C 1.90 2.62 -3.36  -0.44
78 O 1.71 2.94 -4.55  0.03
79 C 3.26 2.33 -2.80  -0.04
80 H 1.18 2.87 -1.11  0.08
81 H 0.02 1.84 -2.22  0.12
82 H 0.38 3.64 -2.35  0.05
83 H 3.43 1.33 -3.00  0.03
84 H 3.25 2.33 -1.63  0.11
85 H 4.07 2.67 -3.50  0.11

=====

[5]
Entry from OMol25: C33H26BrClIMoN3O4S2 as an isolated structure (ωB97M-V/def2-TZVPD).

Calculated values
F_max (eV Å⁻¹): 1.19
Highest occupied orbital energy (alpha / beta) (eV): -13.5 / -13.5
Charge: +2
2S+1: 3
Energy relative to the best compared isomer or geometry (same formula, charge and spin) (kcal/mol): 0.0
HOMO-LUMO gap (alpha / beta) (eV): 5.67 / 6.28
⟨S²⟩: 2.027
E_LUMO (alpha / beta) (eV): -7.78 / -7.19

Last column: Löwdin charge in e.
Element x y z (Å)
1 Mo 0.25 0.11 0.53  1.82
2 O 0.94 -0.64 -1.16  -0.77
3 S 1.39 -0.95 -2.60  1.05
4 C 2.20 -2.58 -2.41  -0.26
5 C 2.86 -2.85 -1.05  -0.21
6 C 1.99 -3.78 -0.18  -0.22
7 C 2.38 -3.82 1.29  -0.25
8 S 1.61 -2.47 2.29  1.15
9 O 1.20 -1.52 1.15  -0.72
10 C 0.10 -3.20 2.88  -0.40
11 C -0.89 -3.67 2.01  -0.08
12 C -2.03 -4.24 2.55  -0.04
13 C -2.18 -4.33 3.93  -0.02
14 C -1.20 -3.86 4.78  -0.04
15 C -0.05 -3.28 4.26  -0.07
16 C 2.77 0.14 -2.85  -0.44
17 C 3.07 0.44 -4.17  -0.08
18 C 4.15 1.27 -4.44  -0.04
19 C 4.89 1.79 -3.39  -0.03
20 C 4.56 1.50 -2.07  -0.04
21 C 3.50 0.66 -1.79  -0.08
22 H 2.91 -2.59 -3.24  0.11
23 H 1.42 -3.31 -2.63  0.10
24 H 3.05 -1.91 -0.53  0.09
25 H 3.83 -3.31 -1.23  0.13
26 H 2.08 -4.80 -0.57  0.14
27 H 0.94 -3.50 -0.29  0.09
28 H 3.46 -3.69 1.44  0.10
29 H 2.08 -4.75 1.77  0.11
30 H -0.76 -3.59 0.94  0.10
31 H -2.81 -4.61 1.89  0.12
32 H -3.08 -4.77 4.33  0.13
33 H -1.32 -3.93 5.85  0.12
34 H 0.72 -2.89 4.91  0.12
35 H 2.46 0.05 -4.98  0.12
36 H 4.40 1.52 -5.46  0.12
37 H 5.73 2.45 -3.60  0.12
38 H 5.14 1.92 -1.26  0.12
39 H 3.23 0.43 -0.76  0.10
40 Cl 0.31 6.76 3.83  0.76
41 C 0.10 5.30 2.95  -0.64
42 C -1.06 5.11 2.19  -0.03
43 C -1.25 3.95 1.47  -0.01
44 C -0.29 2.95 1.50  -0.27
45 O -0.46 1.83 0.80  -0.27
46 C 0.88 3.13 2.27  -0.12
47 C 1.85 2.11 2.32  -0.09
48 O 1.78 0.99 1.74  -0.15
49 C 1.06 4.32 2.99  -0.02
50 H -1.81 5.89 2.18  0.13
51 H -2.14 3.80 0.88  0.11
52 H 2.74 2.28 2.93  0.16
53 H 1.96 4.46 3.59  0.13
54 N -1.49 -0.71 0.17  0.00
55 C -2.57 -1.14 -0.07  -0.10
56 C -3.80 -1.63 -0.27  -0.23
57 C -4.21 -1.91 -1.60  -0.20
58 N -4.50 -2.11 -2.69  0.19
59 C -4.63 -1.90 0.86  -0.19
60 N -5.28 -2.15 1.77  0.19
61 Br -1.47 5.32 -1.68  0.76
62 C -2.70 3.90 -1.93  -0.74
63 C -4.05 4.15 -1.70  -0.12
64 C -4.98 3.14 -1.92  -0.05
65 C -4.57 1.90 -2.38  -0.06
66 C -3.23 1.65 -2.59  -0.16
67 C -2.29 2.64 -2.36  -0.70
68 I -0.26 2.21 -2.71  1.01
69 H -4.36 5.13 -1.38  0.11
70 H -6.03 3.35 -1.76  0.12
71 H -5.30 1.12 -2.58  0.11
72 H -2.92 0.68 -2.97  0.09

=====

[6]
Entry from OMol25: C33H26CdF9N5O2S as an isolated structure (ωB97M-V/def2-TZVPD).

Calculated values
F_max (eV Å⁻¹): 0.11
Highest occupied orbital energy (alpha / beta) (eV): -6.8 / -6.8
Charge: 0
Energy relative to the best compared isomer or geometry (same formula, charge and spin) (kcal/mol): 0.0
HOMO-LUMO gap (alpha / beta) (eV): 6.57 / 6.57
E_LUMO (alpha / beta) (eV): -0.18 / -0.18

Last column: Löwdin charge in e.
Element x y z (Å)
1 Cd -1.33 -1.06 0.42  1.28
2 C 1.17 -2.39 -3.35  -0.06
3 C 0.09 -1.92 -2.57  -0.16
4 N -0.07 -2.22 -1.31  0.04
5 C 0.82 -3.05 -0.70  -0.15
6 C 1.97 -3.52 -1.37  -0.16
7 C 2.11 -3.17 -2.73  -0.01
8 C 2.91 -4.32 -0.69  -0.06
9 C 2.70 -4.62 0.62  -0.08
10 C 1.54 -4.19 1.30  -0.03
11 C 0.56 -3.45 0.67  -0.24
12 N -0.61 -2.98 1.22  -0.04
13 C -1.31 -3.57 2.22  -0.24
14 C -1.10 -4.82 2.79  -0.03
15 C -1.92 -5.33 3.81  -0.09
16 C -2.98 -4.63 4.30  -0.06
17 C -3.29 -3.37 3.73  -0.16
18 C -4.40 -2.61 4.15  -0.01
19 C -4.69 -1.42 3.54  -0.05
20 C -3.86 -0.99 2.49  -0.15
21 N -2.81 -1.67 2.10  0.01
22 C -2.48 -2.85 2.69  -0.16
23 H 1.24 -2.13 -4.39  0.11
24 H -0.66 -1.27 -3.01  0.10
25 H 2.97 -3.53 -3.28  0.12
26 H 3.79 -4.67 -1.22  0.11
27 H 3.43 -5.20 1.17  0.11
28 H 1.44 -4.43 2.35  0.10
29 H -0.30 -5.44 2.42  0.09
30 H -1.69 -6.31 4.21  0.10
31 H -3.60 -5.02 5.10  0.11
32 H -5.02 -2.98 4.95  0.12
33 H -5.53 -0.82 3.84  0.11
34 H -4.06 -0.06 1.97  0.10
35 F 2.93 1.27 1.70  0.17
36 C 1.80 1.97 1.86  -0.55
37 F 1.66 2.75 0.78  0.15
38 F 1.97 2.79 2.91  0.17
39 C 0.57 1.02 2.01  -0.33
40 O 0.31 0.43 0.82  -0.25
41 C 0.90 -0.06 3.09  -0.56
42 F 1.48 0.45 4.18  0.17
43 F 1.70 -0.99 2.59  0.17
44 F -0.23 -0.67 3.48  0.15
45 C -0.64 1.88 2.49  -0.54
46 F -0.77 2.99 1.75  0.15
47 F -1.79 1.19 2.34  0.11
48 F -0.57 2.25 3.77  0.17
49 C 3.26 2.48 -3.20  -0.09
50 C 2.20 2.28 -2.13  -0.23
51 C 1.06 1.43 -2.67  -0.15
52 N -0.05 1.27 -1.73  0.06
53 C -1.33 1.32 -2.01  -0.83
54 S -2.57 0.62 -1.08  0.60
55 N -1.75 1.96 -3.17  0.10
56 C -1.34 3.18 -3.73  -0.41
57 O -1.69 3.45 -4.85  0.12
58 C -0.56 4.13 -2.88  -0.16
59 C -0.78 4.25 -1.51  -0.02
60 C -0.05 5.18 -0.78  -0.06
61 C 0.90 5.97 -1.42  -0.07
62 C 1.10 5.86 -2.79  -0.07
63 C 0.36 4.95 -3.52  -0.03
64 H 4.10 3.07 -2.81  0.08
65 H 2.86 3.02 -4.06  0.07
66 H 3.66 1.53 -3.55  0.08
67 H 1.82 3.24 -1.79  0.08
68 H 2.63 1.78 -1.26  0.11
69 H 1.44 0.43 -2.89  0.11
70 H 0.69 1.84 -3.61  0.12
71 H 0.20 0.98 -0.76  0.08
72 H -2.61 1.60 -3.56  0.13
73 H -1.52 3.64 -1.01  0.11
74 H -0.21 5.27 0.28  0.11
75 H 1.48 6.68 -0.84  0.11
76 H 1.83 6.48 -3.28  0.11
77 H 0.49 4.85 -4.59  0.12

=====

For each record above, in turn, the calculated E_tot values are -6972.55959 -4598.83300 -3645.50111 -3277.23839 -5934.20860 -3162.29281 hartree.